(1)
DFT (the ωB97M-V functional and the def2-TZVPD basis) results for a structure of composition C30H31ClGeNO9P2Re.

XYZ file:
```
76
Properties=species:S:1:pos:R:3:mulliken_charge:R:1
Re 0.430 1.287 0.177 1.29
N 4.049 4.487 1.421 -0.05
C 3.426 3.478 0.477 0.34
C 4.011 3.649 -0.933 -1.84
P 3.633 1.719 1.018 0.79
O 3.823 1.955 2.585 -0.58
O 4.711 1.005 0.351 -0.73
O 2.216 1.018 0.855 -0.18
P 1.632 3.918 0.453 0.97
O 1.073 3.211 1.827 -0.43
O 1.560 5.376 0.616 -0.84
O 1.010 3.109 -0.691 -0.78
H 4.986 4.756 1.117 0.38
H 4.108 4.120 2.374 0.35
H 3.426 5.312 1.399 0.41
H 5.083 3.444 -0.925 0.52
H 3.823 4.653 -1.316 0.48
H 3.557 2.934 -1.616 0.40
H 4.354 1.253 2.999 0.36
H 0.745 3.887 2.444 0.33
C -3.357 -0.471 2.224 -1.89
C -2.228 -0.313 3.217 1.60
C -2.188 -1.147 4.333 -1.04
C -1.143 -1.112 5.236 0.11
Cl -1.162 -2.138 6.611 -0.17
C -0.067 -0.257 5.027 -0.94
C -0.101 0.593 3.944 -0.27
C -1.191 0.602 3.086 0.29
O -1.128 1.598 2.085 -0.65
C -2.313 2.300 1.665 -0.46
C -2.465 2.239 0.159 0.51
O -3.469 2.489 -0.403 -0.49
O -1.265 1.920 -0.359 -0.32
H -3.699 -1.506 2.232 0.52
H -3.055 -0.223 1.205 0.22
H -4.223 0.142 2.489 0.46
H -2.994 -1.854 4.490 0.50
H 0.766 -0.253 5.716 0.47
H 0.718 1.279 3.751 0.36
H -2.178 3.358 1.899 0.47
H -3.220 1.935 2.123 0.36
C 0.014 -0.421 -0.009 0.16
Ge -0.494 -1.733 -1.432 1.01
C 0.891 -1.022 -2.620 0.23
C 2.103 -0.552 -2.079 -0.62
C 3.120 -0.098 -2.921 -0.89
C 2.932 -0.124 -4.292 -0.61
C 1.727 -0.573 -4.830 -0.75
C 0.713 -1.041 -4.001 -0.29
C -0.338 -3.639 -1.200 0.80
C -1.387 -4.477 -1.575 -0.57
C -1.235 -5.853 -1.458 -0.67
C -0.039 -6.385 -0.997 -0.52
C 1.014 -5.550 -0.644 -0.71
C 0.873 -4.175 -0.755 -0.36
C -2.323 -1.186 -1.751 0.54
C -2.610 -0.158 -2.652 -0.20
C -3.931 0.189 -2.898 -0.72
C -4.957 -0.472 -2.236 -0.63
C -4.674 -1.485 -1.325 -0.94
C -3.356 -1.839 -1.072 -0.53
H 2.280 -0.578 -1.011 0.90
H 4.063 0.228 -2.497 0.60
H 3.733 0.182 -4.953 0.44
H 1.581 -0.571 -5.902 0.45
H -0.209 -1.410 -4.435 0.49
H -2.307 -4.072 -1.975 0.43
H -2.050 -6.506 -1.744 0.42
H 0.081 -7.459 -0.930 0.41
H 1.949 -5.968 -0.293 0.42
H 1.706 -3.527 -0.501 0.35
H -1.809 0.362 -3.169 0.44
H -4.160 0.978 -3.603 0.45
H -5.986 -0.190 -2.424 0.44
H -5.479 -2.001 -0.817 0.46
H -3.135 -2.623 -0.357 0.76
```

Values from the calculation:
Maximum force = 4.99 eV/A
Total energy = -141263.4220 eV
Charge = +2
HOMO level = -0.510 Eh

(2)
DFT (the ωB97M-V functional and the def2-TZVPD basis) results for a cluster of 10 separate species, C4H28N2O11 in total.

XYZ file:
```
45
Properties=species:S:1:pos:R:3:mulliken_charge:R:1
C -0.709 1.164 0.665 -0.73
N -0.831 1.478 -0.778 0.40
C -0.527 2.734 -1.204 0.38
O -0.329 3.623 -0.183 -0.52
O -0.473 3.146 -2.345 -0.76
C -2.101 0.798 1.258 0.07
C -1.791 0.355 2.811 -1.17
N -2.747 -0.236 0.494 -0.44
H -0.066 0.305 0.869 -0.04
H -0.114 1.981 1.055 0.49
H -1.362 0.770 -1.314 0.30
H 0.107 4.438 -0.484 0.37
H -2.779 1.673 1.385 0.39
H -1.520 -0.730 2.919 0.17
H -2.800 0.392 3.180 0.43
H -1.078 1.091 3.252 0.36
H -3.719 -0.358 0.855 0.29
H -2.324 -1.140 0.816 0.27
H 2.460 2.289 1.368 0.27
H 3.492 1.376 0.821 0.25
O 2.615 1.350 1.218 -0.50
H 2.096 -0.841 -1.452 0.47
H 3.092 0.246 -1.044 0.26
O 2.996 -0.703 -1.125 -0.66
H -0.757 -3.519 -1.435 0.30
H 0.151 -2.409 -1.596 0.27
O -0.481 -2.752 -0.917 -0.51
H 1.164 -0.188 -3.008 0.24
H -0.294 -0.430 -2.516 0.32
O 0.639 -0.728 -2.396 -0.74
H -0.913 -3.534 0.742 0.33
H -0.743 -2.937 2.272 0.30
O -1.315 -3.207 1.553 -0.63
H 1.067 -2.236 0.861 0.19
H 2.454 -2.136 0.376 0.46
O 1.969 -2.446 1.154 -0.74
H 2.792 0.211 2.974 0.33
H 2.552 -1.260 2.264 0.40
O 2.690 -0.732 3.091 -0.68
H -1.990 -1.479 -1.490 0.33
H -2.828 -0.473 -2.123 0.29
O -1.938 -0.836 -2.223 -0.83
H 0.965 2.359 -2.984 0.41
H 1.543 1.711 -4.290 0.30
O 1.686 1.820 -3.350 -0.67
```

Values from the calculation:
Maximum force = 3.60 eV/A
Total energy = -30105.9306 eV
Relative energy (zero: lowest compared OMol25 entry of this formula, charge and spin) = 192.8 kJ/mol
SMILES = C[C@H](N)CNC(=O)O.O.O.O.O.O.O.O.O.O
HOMO level = -0.355 Eh

(3)
DFT (the ωB97M-V functional and the def2-TZVPD basis) results for a cluster of 8 separate species, C3H23NO10 in total.

XYZ file:
```
37
Properties=species:S:1:pos:R:3:mulliken_charge:R:1
O 1.971 -1.175 0.212 -1.02
C 0.861 -1.713 -0.274 0.40
O 1.060 -2.303 -1.535 -0.57
C -0.328 -0.721 -0.464 0.72
C -1.375 -1.160 -1.462 -1.62
N -0.994 -0.516 0.868 -0.03
H 1.977 -2.604 -1.561 0.46
H 0.105 0.240 -0.728 -0.17
H -0.944 -1.165 -2.460 0.40
H -1.700 -2.184 -1.283 0.24
H -2.243 -0.499 -1.461 0.43
H -0.292 -0.329 1.602 0.44
H -1.690 0.247 0.786 0.28
H 1.682 2.228 -1.105 0.34
H 1.117 2.988 0.140 0.41
O 1.043 2.921 -0.835 -0.76
H -1.483 -1.380 1.127 0.53
H 1.103 -3.219 0.994 0.34
O 0.357 -2.718 0.645 -0.61
H 1.791 -0.326 3.092 0.24
H 1.718 -0.417 1.477 0.46
O 1.353 0.061 2.320 -0.83
H -2.791 -3.614 0.704 0.30
H -1.311 -3.318 1.024 0.38
O -2.223 -3.180 1.349 -0.71
H 1.364 1.829 2.109 0.42
H 2.286 3.074 2.195 0.31
O 1.411 2.791 1.913 -0.74
H 3.076 0.489 -2.176 0.29
H 2.560 0.083 -0.778 0.40
O 2.832 0.865 -1.325 -0.73
H -3.673 1.791 0.302 0.30
H -2.330 2.147 -0.395 0.38
O -2.736 1.573 0.299 -0.68
H -0.565 3.094 -1.268 0.41
H -1.470 3.013 -2.503 0.30
O -1.519 3.105 -1.547 -0.72
```

Values from the calculation:
Maximum force = 0.42 eV/A
Total energy = -25451.7545 eV
Relative energy (zero: lowest compared OMol25 entry of this formula, charge and spin) = 0.0 kJ/mol
SMILES = C[C@@H]([NH3+])C([O-])(O)O.O.O.O.O.O.O.O
HOMO level = -0.359 Eh

(4)
DFT (the ωB97M-V functional and the def2-TZVPD basis) results for the molecule C4H7O4P.

XYZ file:
```
16
Properties=species:S:1:pos:R:3:mulliken_charge:R:1
C 0.789 -1.122 0.894 0.00
C 2.563 0.593 0.292 -0.33
C 1.316 0.205 0.663 0.76
C -1.890 -0.219 -0.784 -0.86
O 2.850 1.850 0.055 -0.51
O -1.752 2.327 0.158 -0.71
O 0.339 1.130 0.405 -0.46
O -0.364 -1.327 1.284 -0.50
P -1.283 1.015 0.522 0.58
H 1.452 -2.038 0.645 0.23
H 3.278 -0.179 0.221 0.37
H -3.042 -0.294 -0.815 0.32
H -1.600 0.466 -1.667 0.26
H -1.430 -1.232 -0.736 0.32
H 1.971 2.296 0.026 0.42
H -1.827 0.571 1.842 0.09
```

Values from the calculation:
Maximum force = 3.33 eV/A
Total energy = -21739.4311 eV
Relative energy (zero: lowest compared OMol25 entry of this formula, charge and spin) = 166.2 kJ/mol
SMILES = C[P@H](=O)O/C(C=O)=C\O
HOMO level = -0.349 Eh

(5)
DFT (the ωB97M-V functional and the def2-TZVPD basis) results for a cluster of 4 separate species, C2H12O3S2 in total.

XYZ file:
```
19
Properties=species:S:1:pos:R:3:mulliken_charge:R:1
C -0.934 1.737 0.249 -0.61
S -1.174 0.737 1.738 -0.17
S -0.580 -1.127 1.102 -0.02
C -2.067 -1.723 0.265 -0.79
H 0.121 1.917 0.064 0.21
H -1.403 1.267 -0.614 0.21
H -1.418 2.700 0.434 0.35
H -2.449 -0.965 -0.413 0.22
H -1.787 -2.596 -0.322 0.30
H -2.821 -1.998 0.994 0.34
H 0.730 -0.272 -1.930 0.38
H 0.112 -1.048 -3.098 0.26
O -0.117 -0.483 -2.357 -0.57
H 3.038 -0.739 -1.060 0.30
H 2.354 0.197 -0.041 0.37
O 2.379 -0.045 -0.981 -0.66
H 2.420 1.462 2.134 0.32
H 1.338 0.405 2.048 0.24
O 2.257 0.576 1.790 -0.68
```

Values from the calculation:
Maximum force = 0.30 eV/A
Total energy = -30082.2295 eV
Relative energy (zero: lowest compared OMol25 entry of this formula, charge and spin) = 0.0 kJ/mol
SMILES = CSSC.O.O.O
HOMO level = -0.325 Eh